Entry 1:
The following is a quantum chemistry calculation of a structure of composition C16H18AlN5O3PS, from OMol25.

Values from the calculation:
Relative energy (zero: lowest compared OMol25 entry of this formula, charge and spin): 5.1 kJ/mol
Lowest unoccupied orbital energy: -3.71 eV
Max |F|: 0.17 eV/A
E_tot: -57200.4343 eV

ORCA input file:
```
! wB97M-V def2-TZVPD RIJCOSX def2/J DEFGRID3
* xyz 1 1
Al 0.741 0.334 0.057
O -0.608 -1.321 3.149
C -0.827 -0.797 2.084
O 0.001 -0.925 1.053
C -2.086 -0.040 1.793
C -3.268 -0.560 2.314
C -4.485 0.049 2.064
C -4.520 1.210 1.306
C -3.348 1.754 0.805
C -2.117 1.137 1.034
S -0.681 1.998 0.408
H -3.211 -1.450 2.928
H -5.396 -0.370 2.468
H -5.463 1.705 1.114
H -3.372 2.676 0.240
N 3.283 3.041 -1.876
C 2.114 2.404 -1.902
N 2.082 1.566 -0.884
C 3.277 1.755 -0.260
N 4.043 2.641 -0.835
C 3.507 0.969 0.951
C 4.642 0.995 1.736
N 4.730 0.251 2.836
C 3.687 -0.506 3.145
C 2.534 -0.549 2.363
N 2.457 0.193 1.263
H 3.627 3.750 -2.505
H 1.336 2.564 -2.628
H 5.484 1.622 1.474
H 3.756 -1.104 4.045
H 1.677 -1.159 2.622
C -1.104 -2.776 -1.043
P -0.599 -1.425 -2.091
C -0.031 -2.110 -3.636
C -2.041 -0.419 -2.391
O 0.541 -0.570 -1.511
H -1.745 -3.442 -1.623
H -1.657 -2.391 -0.188
H -0.231 -3.321 -0.688
H -0.827 -2.682 -4.112
H 0.820 -2.764 -3.444
H 0.279 -1.301 -4.296
H -2.848 -1.033 -2.793
H -1.798 0.373 -3.099
H -2.356 0.029 -1.446
*
```

---

Entry 2:
The following is a quantum chemistry calculation of a structure of composition C16H18Br2Cl2IrN2O2Se2, from OMol25.

Values from the calculation:
Relative energy (zero: lowest compared OMol25 entry of this formula, charge and spin): 35.6 kJ/mol
Lowest unoccupied orbital energy (alpha / beta): -4.32 / -4.32 eV
Max |F|: 0.44 eV/A
E_tot: -322615.0743 eV

ORCA input file:
```
! wB97M-V def2-TZVPD RIJCOSX def2/J DEFGRID3
* xyz 1 1
Ir 0.351 0.377 0.651
O 2.457 2.584 2.414
C 3.080 1.968 3.534
C 3.017 0.447 3.474
C 4.005 -0.007 4.583
O 4.101 -1.410 4.707
C 1.649 -0.142 3.830
Se 0.034 0.538 2.962
C 3.566 -0.113 2.147
Se 2.328 -0.918 0.855
H 2.241 3.489 2.661
H 2.619 2.306 4.469
H 4.136 2.260 3.560
H 3.722 0.455 5.535
H 5.005 0.346 4.327
H 3.414 -1.735 5.295
H 1.428 0.043 4.885
H 1.669 -1.217 3.655
H 4.188 -0.978 2.377
H 4.193 0.625 1.646
Br 1.963 6.437 -1.390
C 1.526 4.695 -0.867
C 2.486 3.700 -0.859
C 2.128 2.437 -0.440
N 0.873 2.136 -0.065
C -0.081 3.101 -0.116
C 0.225 4.392 -0.494
C -1.444 2.642 0.207
C -2.562 3.453 0.167
C -3.797 2.893 0.457
Br -5.335 3.958 0.416
C -3.883 1.548 0.777
C -2.719 0.805 0.800
N -1.526 1.334 0.517
H 3.506 3.895 -1.157
H 2.840 1.629 -0.393
H -0.536 5.157 -0.516
H -2.490 4.499 -0.087
H -4.829 1.083 1.010
H -2.728 -0.243 1.064
Cl -1.080 -2.095 -0.304
C -0.506 -3.732 -0.770
Cl 0.988 -3.658 -1.683
H -1.284 -4.170 -1.383
H -0.348 -4.286 0.147
*
```

---

Entry 3:
The following is a quantum chemistry calculation of a structure of composition C16H18BrN3O5Tc, from OMol25.

Values from the calculation:
Relative energy (zero: lowest compared OMol25 entry of this formula, charge and spin): 2.7 kJ/mol
Lowest unoccupied orbital energy (alpha / beta): -7.26 / -8.82 eV
Max |F|: 0.39 eV/A
E_tot: -103816.5708 eV
<S²>: 3.767

ORCA input file:
```
! wB97M-V def2-TZVPD RIJCOSX def2/J DEFGRID3
* xyz 2 4
Tc 0.753 0.839 -0.264
O -0.549 -0.231 -1.649
C -1.210 -1.086 -0.673
C 1.093 -1.825 -0.097
N 2.114 -0.759 -0.338
C 2.760 -0.723 -1.689
C 2.655 0.668 -2.299
O 3.135 0.947 -3.340
O 1.978 1.569 -1.527
C 3.105 -0.611 0.769
C 2.548 0.287 1.862
O 2.865 0.261 2.999
O 1.626 1.179 1.367
H -1.131 0.181 -2.311
H -2.462 -2.179 -1.969
H -2.053 -0.552 -0.231
H 0.908 -2.340 -1.036
H 1.421 -2.539 0.656
H 2.273 -1.426 -2.363
H 3.810 -1.003 -1.618
H 4.002 -0.132 0.375
H 3.385 -1.579 1.182
Br -0.870 2.777 -2.670
C -1.223 3.188 -0.866
C -2.053 4.251 -0.572
C -2.301 4.548 0.757
C -1.711 3.780 1.751
C -0.883 2.747 1.386
N -0.636 2.440 0.086
H -2.486 4.832 -1.373
H -2.946 5.379 1.012
H -1.875 3.984 2.799
H -0.369 2.152 2.125
C -2.015 -3.433 1.032
C -1.448 -2.441 1.949
C -0.610 -1.441 1.697
N -0.151 -1.123 0.357
C -1.634 -2.392 -1.284
C -2.080 -3.431 -0.301
H -2.440 -4.294 1.531
H -1.715 -2.569 2.992
H -0.211 -0.805 2.477
H -0.841 -2.799 -1.921
H -2.530 -4.297 -0.771
*
```

---

Entry 4:
The following is a quantum chemistry calculation of the molecule C16H18ClFN2O3, from OMol25.

Values from the calculation:
SMILES: O=C(NC[C@H]1CCCO1)[C@H]1CC(=O)N(c2ccc(F)c(Cl)c2)C1
Lowest unoccupied orbital energy: 0.59 eV
Max |F|: 0.73 eV/A
E_tot: -41247.8847 eV

ORCA input file:
```
! wB97M-V def2-TZVPD RIJCOSX def2/J DEFGRID3
* xyz 0 1
O 0.282 1.350 -0.979
C 1.375 0.873 -0.765
N 2.390 1.560 -0.188
H 3.223 1.049 0.064
C 2.116 2.740 0.597
H 2.872 3.505 0.407
C 2.091 2.376 2.102
H 3.119 2.256 2.462
C 1.282 3.385 2.921
H 1.606 3.354 3.961
H 1.391 4.400 2.546
C -0.147 2.846 2.785
H -0.680 3.355 1.984
C 0.051 1.360 2.434
H -0.308 0.685 3.214
O 1.450 1.137 2.308
H -0.452 1.106 1.494
H -0.713 2.970 3.705
H 1.138 3.103 0.276
C 1.742 -0.566 -1.135
C 1.676 -1.420 0.133
C 0.249 -1.945 0.154
O -0.296 -2.445 1.108
N -0.279 -1.778 -1.096
C -1.565 -2.131 -1.501
C -1.859 -2.231 -2.862
C -3.132 -2.572 -3.284
C -4.124 -2.820 -2.346
C -3.843 -2.729 -0.994
C -2.576 -2.385 -0.571
H -2.361 -2.320 0.482
H -4.629 -2.925 -0.283
F -5.366 -3.153 -2.743
Cl -3.474 -2.690 -4.973
H -1.107 -2.054 -3.612
C 0.661 -1.179 -2.027
H 1.082 -1.939 -2.696
H 0.159 -0.404 -2.613
H 2.357 -2.272 0.090
H 1.872 -0.864 1.051
H 2.725 -0.585 -1.609
*
```

---

Entry 5:
The following is a quantum chemistry calculation of a structure of composition C16H18F12MnN2O17S4 in a non-equilibrium geometry, from OMol25.

Values from the calculation:
Lowest unoccupied orbital energy (alpha / beta): -0.11 / -0.11 eV
Max |F|: 5.18 eV/A
E_tot: -161940.5047 eV
<S²>: 8.753

ORCA input file:
```
! wB97M-V def2-TZVPD RIJCOSX def2/J DEFGRID3
* xyz 0 6
Mn 0.327 0.858 -0.193
C -3.301 0.762 1.338
F -3.263 0.012 0.251
F -4.532 0.950 1.766
F -2.696 0.169 2.388
S -2.418 2.464 0.997
O -2.694 2.818 -0.366
O -3.016 3.410 1.936
N -0.701 1.999 1.155
S 0.033 3.119 1.998
O 1.455 3.015 1.790
O -0.530 4.439 1.841
C -0.281 2.704 3.831
F 0.148 1.453 4.118
F 0.344 3.557 4.664
F -1.557 2.749 4.156
C 1.644 2.881 -3.673
F 0.542 3.533 -3.367
F 1.483 1.823 -4.465
F 2.417 3.753 -4.301
S 2.493 2.390 -2.019
O 3.922 2.597 -2.141
O 1.980 3.280 -0.987
N 1.803 0.821 -1.610
S 2.994 -0.105 -2.100
O 3.459 0.014 -3.453
O 4.013 -0.281 -1.092
C 2.071 -1.866 -2.153
F 0.761 -1.744 -2.331
F 2.595 -2.518 -3.188
F 2.396 -2.578 -1.074
C -1.492 1.680 -6.186
C -2.173 0.937 -5.004
C -1.772 -0.498 -4.809
O -1.651 -0.535 -3.399
C -1.607 0.638 -2.830
O -1.281 0.886 -1.698
O -1.766 1.581 -3.773
H -0.479 1.285 -6.134
H -1.650 2.716 -5.892
H -1.922 1.482 -7.165
H -3.258 0.926 -5.129
H -0.806 -0.837 -5.186
H -2.583 -1.187 -5.040
C -3.304 -3.113 2.575
C -1.965 -3.464 1.972
C -2.033 -4.123 0.573
O -1.485 -3.111 -0.239
C -1.078 -2.096 0.478
O -0.502 -1.136 0.002
O -1.355 -2.226 1.772
H -3.981 -2.802 1.781
H -3.180 -2.445 3.423
H -3.686 -4.036 3.024
H -1.379 -4.079 2.660
H -3.000 -4.432 0.175
H -1.434 -5.036 0.558
C 4.277 -0.828 4.934
C 3.423 -1.255 3.745
C 2.007 -1.713 4.037
O 1.296 -1.212 2.898
C 2.084 -0.314 2.206
O 1.742 0.279 1.232
O 3.261 -0.220 2.806
H 4.963 -0.071 4.558
H 4.741 -1.611 5.532
H 3.639 -0.382 5.703
H 3.828 -2.063 3.127
H 1.662 -1.262 4.968
H 2.008 -2.800 4.031
*
```

---

Entry 6:
The following is a quantum chemistry calculation of a structure of composition C16H18F7IN2O2SbTi, from OMol25.

Values from the calculation:
Relative energy (zero: lowest compared OMol25 entry of this formula, charge and spin): 55.0 kJ/mol
Lowest unoccupied orbital energy (alpha / beta): -0.25 / -0.27 eV
Max |F|: 0.47 eV/A
E_tot: -80742.6556 eV
<S²>: 0.756

ORCA input file:
```
! wB97M-V def2-TZVPD RIJCOSX def2/J DEFGRID3
* xyz 0 2
Ti -1.117 -0.765 -0.268
N -2.687 0.091 -1.625
C -4.025 -0.436 -1.324
C -4.171 -0.508 0.183
N -3.041 -1.286 0.724
H -2.618 1.088 -1.413
H -2.454 -0.030 -2.603
H -4.091 -1.440 -1.751
H -4.826 0.166 -1.757
H -5.139 -0.931 0.459
H -4.111 0.496 0.607
H -3.178 -2.283 0.572
H -2.954 -1.179 1.733
F 4.346 -0.125 -2.092
C 3.112 -0.661 -2.028
C 2.127 -0.175 -2.868
C 0.863 -0.727 -2.785
C 0.560 -1.755 -1.880
C -0.834 -2.257 -1.761
C 1.595 -2.212 -1.052
C 2.871 -1.672 -1.122
H 2.360 0.622 -3.560
H 0.083 -0.349 -3.436
H -0.904 -3.280 -1.389
H -1.379 -2.181 -2.703
H 1.395 -3.008 -0.349
H 3.668 -2.021 -0.480
F -0.480 -2.435 1.031
Sb 0.010 -1.754 2.813
F -0.538 -0.134 1.898
F 1.734 -1.481 2.140
F -1.815 -1.977 3.261
F 0.399 -3.481 3.388
F 0.358 -0.871 4.410
I 5.152 3.947 2.693
C 3.355 3.328 1.828
C 3.282 2.080 1.228
C 2.086 1.679 0.656
C 0.978 2.515 0.684
C 1.064 3.762 1.296
C 2.255 4.174 1.869
C -0.318 2.089 0.085
O -1.328 2.770 0.156
O -0.309 0.934 -0.537
H 4.146 1.429 1.210
H 2.005 0.706 0.191
H 0.187 4.394 1.314
H 2.327 5.142 2.346
*
```